No. 1
# C4H14NO3

C4H14NO3 as an isolated structure in a non-equilibrium geometry (ωB97M-V with the def2-TZVPD basis set, the Open Molecules 2025 dataset).

Geometry as XYZ:
```
22
Properties=species:S:1:pos:R:3:forces:R:3:mulliken_charge:R:1
C -1.137694 -1.468441 0.886019 1.31 2.35 0.10 -0.95
N -0.696943 -0.041450 0.604261 -0.82 0.97 -1.15 -0.41
C 0.651716 0.516628 0.633566 -0.30 -0.45 0.26 -0.66
C 0.793945 1.968762 0.130667 0.58 -0.53 0.17 -0.52
C 2.365685 2.485836 0.535657 -4.49 3.45 -1.70 -0.59
O 3.044067 1.515284 1.264035 0.25 -0.74 -4.37 -0.51
H -1.252619 -1.513304 1.965608 -0.12 -0.48 0.15 0.32
H -0.412008 -2.199032 0.524804 -0.24 -0.21 -0.10 0.28
H -2.091196 -1.512548 0.362956 0.17 -0.73 0.19 0.41
H -1.039084 0.125404 -0.353516 0.13 -0.18 0.52 0.30
H 1.332115 -0.083941 0.008610 0.29 -0.22 0.08 0.30
H 1.079710 0.593010 1.624086 -0.18 -0.80 0.45 0.39
H 0.520240 1.933189 -0.945002 0.65 0.56 0.38 0.28
H 0.099389 2.641510 0.631241 -0.12 -0.11 0.08 0.28
H 2.770911 2.782914 -0.499188 0.34 -0.28 1.35 0.22
H 2.184063 3.397247 1.078435 0.24 0.53 0.32 0.45
H -1.748317 -0.901647 -3.042827 -0.12 -0.12 0.02 0.22
H 2.828213 1.282970 0.198873 2.37 -3.20 3.40 0.40
O -1.467191 -1.106817 -2.148972 0.07 0.50 0.06 -0.73
H -2.114179 -1.864372 -1.765455 0.19 -0.62 -0.02 0.41
H -3.569544 -3.139877 -1.689841 0.05 -0.10 0.12 0.15
O -2.757294 -3.047520 -1.176405 -0.25 0.41 -0.31 -1.05
```
Forces are in eV/Å.

Computed properties:
Strongest force on any atom in Eh/bohr: 0.115
Lowest unoccupied orbital energy in Ha: 0.1159
Net charge: -1

***

No. 2
# C4H8O

One molecule with the formula C4H8O in a non-equilibrium geometry (ωB97M-V with the def2-TZVPD basis set, the Open Molecules 2025 dataset).

Geometry as XYZ:
```
13
Properties=species:S:1:pos:R:3:forces:R:3:mulliken_charge:R:1
C 0.761652 -1.487452 -0.387848 0.02 -0.06 0.00 -1.11
C 0.003445 -0.243469 -0.849878 -0.06 0.04 -0.19 -0.33
C -0.687056 0.420655 0.300155 -0.23 -0.47 -0.28 0.13
C -0.087116 1.495671 1.072785 -1.78 0.87 -0.53 -0.68
O -1.320631 1.657023 0.160314 -1.40 -0.54 0.35 -0.45
H 1.242574 -1.987610 -1.233157 -0.05 0.06 0.12 0.32
H 1.539764 -1.225735 0.338789 -0.12 -0.03 -0.12 0.31
H 0.089002 -2.210337 0.089248 0.09 0.12 -0.08 0.32
H -0.758684 -0.501283 -1.591008 0.12 -0.07 -0.07 0.25
H 0.693354 0.473939 -1.307954 -0.14 -0.08 -0.02 0.25
H -1.387139 -0.199843 0.858034 0.49 -0.52 0.22 0.37
H -0.286778 1.514837 2.153392 0.22 0.55 -0.58 0.23
H 0.197613 2.293604 0.397125 2.82 0.13 1.18 0.39
```
Forces are in eV/Å.

Computed properties:
SMILES string: CC[C@H]1CO1
Strongest force on any atom in Eh/bohr: 0.060
Lowest unoccupied orbital energy in Ha: 0.0421

***

No. 3
# C4H7NO

A 2-piece molecular cluster, C4H7NO overall in a non-equilibrium geometry (ωB97M-V with the def2-TZVPD basis set, the Open Molecules 2025 dataset).

Geometry as XYZ:
```
13
Properties=species:S:1:pos:R:3:forces:R:3:mulliken_charge:R:1
C -2.014632 -0.484276 1.022467 0.08 0.12 0.10 -0.90
C -0.892853 -0.329435 1.679249 0.81 -0.04 1.03 0.78
O 0.059173 -0.238872 2.355760 -0.95 -0.01 -0.85 -0.38
C 0.631777 -0.445617 -0.888415 -0.04 -0.16 -0.17 -0.58
C 0.792039 1.020553 -0.723324 -0.18 0.10 0.05 -0.23
N 1.806735 0.239817 -1.422108 0.32 0.00 0.06 -0.58
H 0.771941 -1.128341 -0.055710 -0.02 0.21 -0.05 0.34
H -2.065406 -0.343931 -0.044745 -0.02 -0.02 0.07 0.25
H -2.880030 -0.690754 1.637962 -0.05 -0.02 -0.17 0.28
H -0.050798 -0.803025 -1.652945 0.05 -0.01 0.08 0.27
H 1.042658 1.434384 0.253496 -0.15 -0.13 -0.22 0.27
H 0.228451 1.660890 -1.390353 -0.08 0.10 0.20 0.23
H 2.570944 0.108607 -0.771333 0.22 -0.15 -0.13 0.26
```
Forces are in eV/Å.

Computed properties:
SMILES string: C1CN1.C=C=O
Strongest force on any atom in Eh/bohr: 0.026
Lowest unoccupied orbital energy in Ha: 0.0332

***

Values for E_tot, Ha, ordered as above
-441.1538; -232.3532; -286.5199